# 1
Formula: C3H6N2O2
Source: OMol25
Level of theory: ωB97M-V/def2-TZVPD

Summary:
total energy	-10280.2096	eV
HOMO	-9.26	eV
relative energy (zero: lowest compared OMol25 entry of this formula, charge and spin)	442.7	kJ/mol
SMILES	CNC(=O)/C=N\O
orbital gap	9.717	eV

Each line ends with the Mulliken charge.
Element x y z (Å)
C 1.3368 2.1621 -0.8573  -0.89
N 1.3058 1.1249 0.2009  -0.28
C 0.5779 0.0550 0.4365  0.65
O 0.3522 -0.2841 1.6076  -0.61
C -0.1687 -0.6321 -0.6495  -0.16
N -1.3333 -1.1289 -0.8343  -0.41
O -2.0029 -1.6629 0.2334  -0.33
H 0.9428 3.0433 -0.4788  0.35
H 2.3513 2.4189 -1.1092  0.31
H 0.6347 2.0560 -1.6808  0.35
H 1.2831 1.5507 1.1049  0.25
H 0.3983 -0.7417 -1.5313  0.40
H -2.6878 -2.2326 -0.1778  0.37


# 2
Formula: C9H68NO26
Source: OMol25
Level of theory: ωB97M-V/def2-TZVPD

Summary:
net charge	-1
total energy	-65164.1894	eV
HOMO	-4.09	eV
relative energy (zero: lowest compared OMol25 entry of this formula, charge and spin)	147.5	kJ/mol
orbital gap	5.796	eV

Each line ends with the Mulliken charge.
Element x y z (Å)
C 1.6765 -1.2436 -6.9892  -0.97
C 0.5470 -0.4728 -7.6953  1.69
C -0.2308 -1.4351 -8.6311  -1.06
C -1.0639 -2.4713 -7.9324  0.51
C -2.0018 -1.7534 -6.9658  -1.66
C -1.3296 -0.7622 -5.9820  2.59
N -0.4476 0.0813 -6.7992  2.37
O -0.0044 1.1298 -5.9730  -0.23
C -0.6204 -1.4909 -4.8350  -0.68
C -2.5491 0.0421 -5.4922  -1.34
C 1.0717 0.6057 -8.6510  -0.64
H 1.3638 -2.2198 -6.6104  -0.35
H 2.1138 -0.6399 -6.1947  0.30
H 2.4512 -1.5462 -7.7059  -0.11
H 0.5563 -1.8626 -9.2749  -0.08
H -0.7869 -0.9947 -9.4669  0.44
H -0.4335 -3.1982 -7.4094  -0.47
H -1.6521 -3.0814 -8.6263  0.49
H -2.4361 -2.5585 -6.3523  0.81
H -2.8974 -1.3158 -7.4106  -0.12
H -1.2022 -1.5629 -3.9183  0.78
H 0.2426 -0.8856 -4.5392  -0.32
H -0.2176 -2.4307 -5.2063  -1.08
H -2.3458 0.7944 -4.7253  -0.02
H -3.2310 -0.6699 -5.0283  0.19
H -2.9003 0.6171 -6.3484  -0.19
H 2.1076 0.4653 -8.9698  0.27
H 0.9903 1.5875 -8.1812  -0.76
H 0.4760 0.6820 -9.5599  0.39
O -5.8024 -0.5178 -6.6740  -0.63
H -6.7329 -0.3496 -6.8640  0.26
H -5.5958 -1.3542 -7.1274  0.39
O 1.3725 4.4113 -7.9604  -0.77
H 1.5599 3.5271 -7.5993  0.33
H 0.4281 4.5356 -7.7451  0.39
O -5.0294 1.3007 -8.7183  -0.68
H -4.1455 1.0127 -8.9898  0.36
H -5.2446 0.7554 -7.9366  0.41
O 0.5122 -5.6021 -7.2910  -0.58
H 0.7301 -6.4720 -6.9443  0.28
H -0.0962 -5.2098 -6.6339  0.35
O 2.5452 1.3368 -12.2379  -0.70
H 2.0943 2.1796 -12.1088  0.32
H 3.1481 1.2703 -11.4728  0.37
O -2.2089 1.5555 -8.8227  -0.79
H -1.9941 1.3287 -9.7340  0.22
H -1.7228 0.9051 -8.2820  -0.11
O 1.9204 -4.2046 -4.3897  -0.61
H 1.2818 -4.0266 -5.0899  0.32
H 2.7654 -4.2695 -4.8458  0.28
O -4.2157 1.3323 -2.2623  -0.56
H -4.5085 1.5574 -1.3736  0.26
H -3.2596 1.4623 -2.2490  0.30
O 4.7340 -2.4226 -7.9846  -0.67
H 4.0377 -3.0470 -7.7498  0.34
H 4.4836 -2.1152 -8.8610  0.32
O -0.7264 2.9715 -3.7969  -0.74
H -0.8574 2.2618 -4.4426  0.13
H -0.1032 3.5611 -4.2356  0.40
O -3.1771 -3.2739 -3.3527  -0.68
H -3.2437 -2.3577 -3.6410  0.41
H -2.3519 -3.3067 -2.8364  0.33
O -4.8083 -3.3308 -7.6325  -0.62
H -5.3810 -3.8586 -8.1987  0.27
H -4.3115 -2.7554 -8.2379  0.24
O -0.0799 -4.8649 -10.3799  -0.63
H -0.3108 -4.5505 -9.4943  0.17
H 0.8520 -5.1099 -10.3129  0.33
O -4.5108 2.4906 -5.2737  -0.67
H -4.0176 1.7845 -5.7174  0.38
H -5.2922 2.0497 -4.9266  0.28
O -0.8494 -3.4987 -1.9688  -0.59
H -0.0312 -3.0230 -1.7778  0.30
H -0.9094 -4.1770 -1.2862  0.23
O 1.4095 -1.1219 -12.1879  -0.63
H 2.0916 -1.6708 -12.5861  0.28
H 1.8756 -0.2960 -11.9038  0.37
O 4.5562 0.6109 -7.5471  -0.57
H 5.1916 0.5944 -6.8221  0.25
H 4.2316 -0.2985 -7.6055  0.29
O 2.6313 2.4995 -6.2648  -0.83
H 3.1996 2.0075 -6.8737  0.44
H 1.8811 1.9006 -6.0638  0.29
O -1.0804 -4.8245 -5.1139  -0.63
H -0.8482 -4.1304 -4.4823  0.30
H -2.0123 -5.0083 -4.9386  0.32
O -2.4704 -6.3231 -9.2700  -0.63
H -2.8035 -5.5850 -9.7891  0.29
H -1.5091 -6.2356 -9.3235  0.37
O 3.0220 -3.9362 -10.0980  -0.59
H 3.5776 -4.1263 -10.8625  0.29
H 2.6457 -3.0630 -10.2775  0.27
O 1.6291 1.0674 -3.3882  -0.70
H 1.1971 1.1564 -4.2574  0.17
H 1.0075 1.4800 -2.7795  0.35
O -3.6652 -1.6591 -9.9223  -0.49
H -4.2902 -1.7736 -10.6470  0.25
H -2.7964 -1.6441 -10.3421  0.24
O 4.7680 1.7262 -10.2178  -0.71
H 4.5190 1.8156 -9.2825  0.37
H 4.7607 2.6285 -10.5594  0.31
O -1.1746 3.7590 -7.1050  -0.75
H -2.1002 3.9186 -7.3190  0.27
H -1.1293 2.8126 -6.8658  0.14


# 3
Formula: C9H36FeO21S3
Source: OMol25
Level of theory: ωB97M-V/def2-TZVPD

Summary:
multiplicity	6
net charge	-3
total energy	-119803.8745	eV
expectation value of S²	8.7578
HOMO (spin up / spin down)	1.81 / 1.84	eV
relative energy (zero: lowest compared OMol25 entry of this formula, charge and spin)	0.0	kJ/mol
orbital gap (spin up / spin down)	4.324 / 4.292	eV

Each line ends with the Löwdin spin population.
Element x y z (Å)
Fe -13.5756 -4.0308 -7.6036  4.23
S -13.5576 -1.6101 -5.2828  0.01
O -12.3086 -2.0418 -4.5973  0.01
O -13.7462 -2.3901 -6.5631  0.12
O -14.4442 -2.0092 -4.1625  0.01
O -13.5574 -0.1735 -5.6118  0.01
S -15.2015 -3.0855 -9.6661  0.01
O -15.2748 -4.1531 -8.6505  0.06
O -13.8825 -2.6672 -9.1875  0.04
O -15.0958 -3.7363 -10.9963  0.01
O -16.2440 -2.0905 -9.5080  0.01
S -13.3328 -5.4918 -5.3238  0.01
O -13.3069 -4.7818 -4.0692  0.03
O -14.4825 -5.0456 -6.1825  0.17
O -12.4333 -4.7729 -6.2626  0.17
O -13.0880 -6.9131 -5.2713  0.01
C -14.5060 -6.5550 -12.5917  0.00
O -14.6852 -6.2416 -11.2009  0.00
H -15.0718 -7.4639 -12.7915  0.00
H -14.7961 -5.6933 -13.1967  0.00
H -13.4468 -6.6701 -12.8413  0.00
H -14.8843 -5.2739 -11.2163  0.00
C -13.1773 -1.9568 -13.0395  0.00
O -12.9217 -3.2172 -12.4479  0.00
H -12.2604 -1.5007 -13.4128  0.00
H -13.8260 -2.1241 -13.9088  0.00
H -13.7003 -1.2598 -12.3808  0.00
H -13.7452 -3.4932 -12.0004  0.00
C -19.5229 -1.6064 -9.5102  0.00
O -18.7544 -2.7713 -9.5043  0.00
H -19.4628 -1.1931 -10.5277  0.00
H -20.5927 -1.8240 -9.4437  0.00
H -19.1694 -0.9081 -8.7510  0.00
H -17.7995 -2.5573 -9.6028  0.00
C -16.6223 -1.1002 -6.3621  0.00
O -17.0124 -2.4738 -6.5745  0.00
H -17.3967 -0.4286 -6.7550  0.00
H -16.5115 -0.9595 -5.2893  0.00
H -15.6803 -0.9358 -6.8801  0.00
H -16.7393 -2.6291 -7.4810  0.00
C -10.7633 -2.2158 -8.0254  0.00
O -11.4328 -3.4813 -8.1446  0.03
H -10.9306 -1.6204 -8.9223  0.00
H -11.1306 -1.7900 -7.0883  0.00
H -9.7036 -2.3867 -7.8166  0.00
H -10.7542 -4.1167 -8.3738  0.00
C -17.7733 -2.2404 -12.8866  0.00
O -16.9184 -3.2824 -13.3718  0.00
H -17.8529 -2.2116 -11.8005  0.00
H -17.3686 -1.2986 -13.2682  0.00
H -18.7949 -2.3563 -13.2562  0.00
H -16.3628 -3.3880 -12.5848  0.00
C -13.3684 0.5065 -8.6397  0.00
O -13.2221 -0.1712 -9.8707  0.00
H -14.3846 0.5511 -8.2231  0.00
H -12.8346 -0.0500 -7.8696  0.00
H -13.1773 1.5782 -8.7377  0.00
H -13.2988 -1.1238 -9.6560  0.00
C -16.4117 1.1915 -10.8650  0.00
O -17.2018 0.6082 -9.8033  0.00
H -16.6236 2.2385 -11.0588  0.00
H -15.4381 1.0182 -10.3935  0.00
H -16.3000 0.5922 -11.7738  0.00
H -16.8182 -0.2652 -9.6400  0.00
C -12.3392 -6.7086 -8.7607  0.00
O -12.9663 -5.4906 -9.0552  0.04
H -12.9721 -7.5839 -8.5947  0.00
H -11.7065 -7.0538 -9.5903  0.00
H -11.6870 -6.5559 -7.9020  0.00
H -13.4429 -5.6333 -9.8906  0.00


# 4
Formula: C3H4N2O
Source: OMol25
Level of theory: ωB97M-V/def2-TZVPD

Summary:
total energy	-8200.0004	eV
HOMO	-9.24	eV
relative energy (zero: lowest compared OMol25 entry of this formula, charge and spin)	374.8	kJ/mol
orbital gap	9.411	eV

Each line ends with the Mulliken charge.
Element x y z (Å)
O -0.9947 1.3486 0.0312  -0.50
C -0.8234 -0.7257 0.7165  -0.37
C -0.0119 0.5653 0.7308  0.23
C 1.1571 0.2514 -0.1854  -0.25
N 1.0065 -0.8679 -0.7753  -0.53
N -0.2211 -1.3740 -0.2489  0.16
H -1.8228 1.1983 0.5193  0.36
H 0.2693 1.0411 1.6772  0.28
H 2.0739 0.8145 -0.3341  0.41
H -0.5549 -2.2204 -0.6850  0.21


# 5
Formula: C3H8N2O
Source: OMol25
Level of theory: ωB97M-V/def2-TZVPD

Summary:
total energy	-8267.3483	eV
HOMO	-9.29	eV
relative energy (zero: lowest compared OMol25 entry of this formula, charge and spin)	190.8	kJ/mol
SMILES	C=CN.NC=O
orbital gap	10.159	eV

Each line ends with the Mulliken charge.
Element x y z (Å)
C 0.7618 -0.9900 1.2895  -0.69
C -0.3419 -0.3803 1.7271  -0.10
N -1.5898 -0.4300 0.9623  -0.49
H 0.7018 -1.9244 0.7418  0.24
H 1.7405 -0.6763 1.6279  0.23
H -0.3645 0.3830 2.4944  0.34
H -1.3652 -1.1373 0.2638  0.22
H -2.2518 -0.8425 1.6170  0.24
N 0.3525 0.4333 -2.1846  -0.33
C 0.5096 1.5276 -1.3892  0.18
O 1.3337 2.3618 -1.7039  -0.56
H -0.4223 -0.1898 -2.0515  0.20
H 0.9279 0.1939 -2.9641  0.20
H 0.0077 1.6710 -0.4305  0.32


# 6
Formula: C2H9NO3
Source: OMol25
Level of theory: ωB97M-V/def2-TZVPD

Summary:
total energy	-9852.2226	eV
HOMO	-10.47	eV
relative energy (zero: lowest compared OMol25 entry of this formula, charge and spin)	137.4	kJ/mol
SMILES	CC(N)=O.O.O
orbital gap	11.007	eV

Each line ends with the Mulliken charge.
Element x y z (Å)
C 0.5271 -0.9867 -1.6302  -0.98
C 0.7260 -0.2368 -0.3248  0.68
N 1.8546 -0.3115 0.4616  -0.35
O -0.2439 0.3063 0.1872  -0.64
H 1.3384 -1.7125 -1.9238  0.33
H 0.3123 -0.1186 -2.3164  0.27
H -0.4464 -1.6162 -1.5771  0.26
H 1.7243 0.0847 1.3827  0.24
H 2.8092 -0.4129 0.2940  0.18
O -0.4333 -0.6607 2.6543  -0.59
H -0.5785 0.1851 2.4185  0.30
H -0.5410 -1.3177 2.0162  0.29
O -2.0663 1.7737 -1.5234  -0.64
H -1.5287 0.9130 -1.5599  0.34
H -1.6427 2.1624 -0.7808  0.31


What is the relative energy (zero: lowest compared OMol25 entry of this formula, charge and spin) in the first record? 442.7 kJ/mol


What did the fourth record say?
Formula: C3H4N2O
Source: OMol25
Level of theory: ωB97M-V/def2-TZVPD

Summary:
total energy	-8200.0004	eV
HOMO	-9.24	eV
relative energy (zero: lowest compared OMol25 entry of this formula, charge and spin)	374.8	kJ/mol
orbital gap	9.411	eV

Each line ends with the Mulliken charge.
Element x y z (Å)
O -0.9947 1.3486 0.0312  -0.50
C -0.8234 -0.7257 0.7165  -0.37
C -0.0119 0.5653 0.7308  0.23
C 1.1571 0.2514 -0.1854  -0.25
N 1.0065 -0.8679 -0.7753  -0.53
N -0.2211 -1.3740 -0.2489  0.16
H -1.8228 1.1983 0.5193  0.36
H 0.2693 1.0411 1.6772  0.28
H 2.0739 0.8145 -0.3341  0.41
H -0.5549 -2.2204 -0.6850  0.21